Record 1
Computed, not measured: a cluster of 2 separate species, C5H6INO in total, with ωB97M-V/def2-TZVPD.

```
14
C5H6INO ωB97M-V/def2-TZVPD
I 0.41441 1.03244 2.99258
O 2.26649 0.82910 -1.60527
N 0.26122 0.28729 -0.50486
C -0.56624 -2.58377 1.26254
C 0.10138 -1.65923 0.81458
C 1.07661 0.96163 -1.46924
C -1.05127 0.81390 -0.44979
C 0.76084 -0.58942 0.34101
H -1.21033 -3.21517 1.67299
H -1.54661 0.62006 0.55918
H 0.44284 1.60406 -2.16683
H -1.03001 1.90601 -0.62320
H 1.83102 -0.48204 0.28872
H -1.75035 0.47516 -1.11241
```

Output
- 2S+1: 1
- Frontier orbital gap (spin up / spin down): 6.7988 / 5.6380 eV


Record 2
Computed, not measured: a structure of composition C5H6InO4, with ωB97M-V/def2-TZVPD.

```
16
C5H6InO4 ωB97M-V/def2-TZVPD
In 4.47179 0.66299 0.27854
O 0.91354 0.36939 -0.24015
O 2.88726 1.19928 -0.80943
O 2.77216 -0.16910 0.90989
O -2.02602 2.29123 0.08190
C -1.73044 1.21589 0.10125
C -1.33765 -0.22933 0.30622
C -1.69545 -0.73705 -1.09680
C 0.13297 -0.29075 0.73946
C 2.23273 0.46528 -0.03038
H -2.80775 -0.86672 -0.82481
H -1.96161 -0.65589 1.11088
H 0.39743 -1.35427 0.79999
H 0.27132 0.17322 1.72341
H -1.42393 -1.79809 -1.16023
H -1.09635 -0.27609 -1.88973
```

Output
- 2S+1: 2
- Total charge: +2
- Frontier orbital gap (spin up / spin down): 10.3091 / 8.7545 eV


Record 3
Computed, not measured: a structure of composition C5H6K2NO3, with ωB97M-V/def2-TZVPD.

```
17
C5H6K2NO3 ωB97M-V/def2-TZVPD
K -0.49913 -1.73161 4.84491
K 4.22096 1.17864 3.31564
O 1.33890 0.56345 3.47918
O -0.16630 1.64852 2.40050
O -0.21920 -0.52455 2.25905
N -0.72634 0.02140 -3.19999
C 0.43230 0.06516 -1.21610
C -0.56507 -0.90690 -1.16023
C -1.26433 -0.90899 -2.35996
C 0.33681 0.57273 2.78858
C 0.28717 0.59073 -2.50293
H -0.95709 -1.46466 -0.32259
H -1.11042 0.54071 -3.97646
H 1.15668 0.40607 -0.49122
H 0.80395 1.45856 -2.88532
H -0.88120 -0.12793 1.68803
H -2.18771 -1.38128 -2.66117
```

Output
- 2S+1: 1
- Total charge: +1
- Frontier orbital gap: 6.2238 eV


Record 4
Computed, not measured: a structure of composition C5H6N, with ωB97M-V/def2-TZVPD.

```
12
C5H6N ωB97M-V/def2-TZVPD
N -0.69572 -0.34041 0.42121
C -0.23567 -1.35606 -1.89467
C 0.74196 -0.48180 0.73777
C 0.96083 0.82535 0.66675
C -0.44642 1.14730 0.35887
C -0.69269 -0.92893 -0.84775
H -0.88017 1.78115 1.10682
H -0.03545 -1.80813 -2.82753
H 1.40347 -1.23593 1.03787
H -0.58453 1.55104 -0.54215
H -1.46111 -0.50585 1.03730
H 1.92550 1.35228 0.74552
```

Output
- 2S+1: 1
- Total charge: +1
- Frontier orbital gap: 11.2876 eV


Record 5
Computed, not measured: the ion C5H6N with charge +1, with ωB97M-V/def2-TZVPD.

```
12
C5H6N ωB97M-V/def2-TZVPD
N -0.62790 -0.31699 -0.54027
C -1.82087 -0.15335 0.14907
C 0.17253 -1.18382 -1.02082
C 1.73370 0.57195 0.52530
C 0.66761 0.21403 -0.95610
C 2.47960 0.90634 1.42159
H -2.56860 0.41534 -0.49371
H 0.26999 -2.20103 -1.11682
H -2.31124 -1.00148 0.56564
H 2.81892 1.09427 2.40082
H 1.01925 0.94242 -1.75422
H -1.83301 0.71233 0.81953
```

Output
- 2S+1: 1
- Total charge: +1
- Structure (SMILES): C#C[C@H]1C=[N+]1C
- Frontier orbital gap: 8.8581 eV


Record 6
Computed, not measured: the ion C5H6N with charge +1, with ωB97M-V/def2-TZVPD.

```
12
C5H6N ωB97M-V/def2-TZVPD
N 0.63079 0.53828 0.27429
C 1.90393 -0.10785 -0.09984
C -1.48838 -0.19053 0.01580
C -0.67440 -1.29050 0.03215
C -0.67854 1.06221 0.08510
C 0.62576 -0.76769 0.15172
H -0.97826 1.72654 0.90493
H -0.75024 1.65759 -0.83359
H 2.66290 -0.06809 0.67415
H 2.26428 -0.04084 -1.12272
H -0.95475 -2.32432 -0.03278
H -2.56309 -0.19479 -0.04922
```

Output
- 2S+1: 1
- Total charge: +1
- Structure (SMILES): C1=CC2=[N+](C1)C2
- Frontier orbital gap: 10.1765 eV


Record 7
Computed, not measured: the ion C5H6N with charge +1, with ωB97M-V/def2-TZVPD.

```
12
C5H6N ωB97M-V/def2-TZVPD
N -2.26516 1.41665 -0.56161
C 1.67611 -0.61590 0.24427
C -1.82492 0.16653 -0.75431
C 0.19807 -0.64481 0.68371
C -0.76215 -0.24563 -0.03929
C -2.87994 2.42082 -0.56210
H -2.54024 -0.38880 -1.46523
H 1.88618 -1.56938 -0.06653
H 0.11847 -1.09483 1.63206
H 1.85103 0.02213 -0.58802
H 2.04575 -0.18696 1.28593
H -3.35906 3.34727 -0.30171
```

Output
- 2S+1: 1
- Total charge: +1
- Structure (SMILES): C#[N+]C=C=CC
- Frontier orbital gap: 9.6198 eV


Record 8
Computed, not measured: a structure of composition C5H6N, with ωB97M-V/def2-TZVPD.

```
12
C5H6N ωB97M-V/def2-TZVPD
N 1.21525 -0.70720 -0.23505
C 0.25902 0.35568 -0.61924
C -0.52604 0.52336 0.72468
C 0.65270 -0.65359 1.09378
C -1.19752 0.03747 -0.50385
C -0.24928 -0.44757 1.95761
H -1.54138 -0.98927 -0.53203
H -1.86577 0.72481 -1.00544
H -0.69155 2.01970 1.30892
H 0.64067 1.18309 -1.19975
H 1.09992 -1.62221 -0.69718
H 2.20397 -0.42427 -0.29244
```

Output
- 2S+1: 1
- Total charge: +1
- Frontier orbital gap: 10.0882 eV


Number 1: maximum force 5.81 eV/A. Number 2: maximum force 5.46 eV/A. Number 3: maximum force 5.90 eV/A. Number 4: maximum force 4.07 eV/A. Number 5: maximum force 5.63 eV/A. Number 6: maximum force 2.10 eV/A. Number 7: maximum force 6.38 eV/A. Number 8: maximum force 5.78 eV/A.